No. 1
Formula: C41H48AsBiN3O5PS5
Source: the Open Molecules 2025 dataset
Level of theory: the ωB97M-V functional and the def2-TZVPD basis

```
105
Properties=species:S:1:pos:R:3
Bi 0.41 -0.09 0.25
C -0.34 4.12 -1.10
C 0.89 4.52 -0.28
S 1.89 3.09 0.26
C 2.10 3.45 2.03
C 0.88 3.29 2.93
S -0.10 1.75 2.68
C -1.75 2.46 2.33
C -1.85 3.43 1.16
S -1.31 2.73 -0.43
H -0.05 3.78 -2.09
H -1.02 4.96 -1.20
H 0.61 5.07 0.62
H 1.53 5.16 -0.89
H 2.49 4.47 2.12
H 2.88 2.76 2.33
H 0.19 4.12 2.85
H 1.23 3.24 3.96
H -2.09 2.94 3.24
H -2.36 1.57 2.14
H -1.27 4.33 1.34
H -2.90 3.71 1.03
C -1.40 -5.25 -4.79
C -0.64 -5.46 -3.65
C -0.38 -4.42 -2.78
C -0.90 -3.15 -3.04
C -1.66 -2.94 -4.19
C -1.91 -3.99 -5.06
P -0.53 -1.71 -1.98
C -2.11 -0.77 -1.91
C -2.44 0.18 -2.78
C -3.65 0.98 -2.65
C -4.53 0.76 -1.68
C -4.39 -0.41 -0.74
C -3.00 -1.10 -0.74
C 0.46 -0.66 -3.16
C 1.20 -1.28 -4.17
C 2.06 -0.53 -4.97
C 2.21 0.83 -4.76
C 1.52 1.44 -3.73
C 0.65 0.70 -2.94
H -1.60 -6.07 -5.47
H -0.24 -6.45 -3.45
H 0.23 -4.59 -1.90
H -2.05 -1.96 -4.40
H -2.50 -3.82 -5.94
H -1.78 0.41 -3.62
H -3.82 1.76 -3.38
H -5.42 1.35 -1.58
H -5.10 -1.17 -1.09
H -3.15 -2.18 -0.74
H 1.10 -2.34 -4.34
H 2.60 -1.02 -5.77
H 2.86 1.42 -5.40
H 1.66 2.50 -3.54
H 0.08 1.21 -2.17
C 5.12 -2.98 -2.07
As 4.44 -1.59 -0.92
C 5.55 -1.71 0.67
C 4.78 0.11 -1.78
S 2.36 -1.96 -0.65
H 6.15 -2.78 -2.33
H 4.51 -3.04 -2.98
H 5.05 -3.93 -1.53
H 6.49 -2.18 0.37
H 5.05 -2.33 1.41
H 5.75 -0.72 1.07
H 5.85 0.30 -1.80
H 4.27 0.90 -1.23
H 4.38 0.06 -2.79
C -6.09 -2.03 3.53
C -5.67 -0.86 2.72
C -5.77 0.45 3.15
C -5.42 1.47 2.27
N -4.96 1.20 1.03
C -4.84 -0.05 0.65
S -2.02 -0.85 0.84
N -5.19 -1.06 1.48
C -5.59 2.91 2.63
H -7.04 -1.84 4.01
H -5.36 -2.23 4.32
H -6.17 -2.93 2.92
H -6.14 0.68 4.14
H -5.07 -2.02 1.16
H -6.63 3.11 2.86
H -5.28 3.54 1.80
H -5.01 3.15 3.52
O -0.33 -3.64 0.34
C -0.99 -2.94 -0.28
O 1.50 -2.84 3.25
C 1.57 -1.73 2.80
O 0.64 -1.23 2.00
C 2.71 -0.83 3.21
C 3.19 -0.99 4.51
C 4.25 -0.23 4.97
C 4.83 0.69 4.11
C 4.39 0.84 2.81
C 3.31 0.09 2.36
N 5.96 1.51 4.57
O 6.38 2.35 3.80
O 6.39 1.30 5.69
H 2.72 -1.73 5.14
H 4.63 -0.33 5.98
H 4.91 1.55 2.17
H 2.96 0.22 1.35
```

- Net charge: +2
- Energy above the lowest of the compared OMol25 structures with the same formula, charge and spin: 75.40 kcal per mole
- Multiplicity: 1
- Electronic energy: -188131.4575 eV
- Kohn-Sham gap: 6.88 eV
- E_HOMO: -12.50 eV

***

No. 2
Formula: C15H3BrCl5NO2PdS5
Source: the Open Molecules 2025 dataset
Level of theory: the ωB97M-V functional and the def2-TZVPD basis

```
33
Properties=species:S:1:pos:R:3
Pd -0.36 -0.12 -0.77
S 3.60 -5.69 1.76
C 2.73 -4.46 1.22
S 3.38 -3.21 0.18
C 1.93 -2.30 -0.07
C 0.73 -2.84 0.64
S -0.74 -2.21 0.62
S 1.02 -4.29 1.53
S 1.97 -0.99 -0.99
Cl -0.95 1.83 -2.47
C -1.08 0.33 -3.34
C -0.96 -0.80 -2.56
C -0.99 -2.02 -3.20
Cl -0.81 -3.50 -2.31
C -1.19 -2.10 -4.58
Cl -1.25 -3.63 -5.36
C -1.31 -0.94 -5.34
Cl -1.52 -1.03 -7.04
C -1.26 0.30 -4.71
Cl -1.40 1.77 -5.60
Br -1.32 2.42 6.48
C -0.55 2.89 4.83
C 0.17 4.07 4.72
N 0.75 4.46 3.58
C 0.62 3.65 2.52
C -0.08 2.46 2.55
C -0.69 2.07 3.73
C -0.17 1.59 1.33
O 0.74 1.65 0.47
O -1.15 0.81 1.22
H 0.29 4.72 5.58
H 1.11 3.97 1.61
H -1.26 1.15 3.77
```

- Multiplicity: 1
- Electronic energy: -211497.7266 eV
- Kohn-Sham gap: 5.57 eV
- E_HOMO: -8.72 eV